# 1
Here is a gas-phase ion, Cl2H4N2P (charge +1) from the Open Molecules 2025 dataset. Energies are from ωB97M-V/def2-TZVPD.

Atoms and positions in Å:
N  0.22865  0.40018  -1.49009
P  0.04934  0.37297  0.33598
N  -0.39255  -1.12153  0.70618
Cl  1.72645  0.85064  1.15730
Cl  -1.23996  1.84383  0.72105
H  0.31472  -0.51988  -1.76392
H  1.10358  0.85982  -1.69657
H  -0.51886  -1.40403  1.75014
H  -1.27137  -1.28200  0.27992

Forces on atoms 1 to 6 (eV/Å):
N -0.826 2.054 4.714
P 0.284 1.678 -4.301
N -0.106 -0.767 3.230
Cl 0.464 0.000 0.519
Cl 0.435 -0.677 -0.002
H 0.182 -2.706 -0.917

Summary:
* SMILES: NP(=[NH2+])(Cl)Cl
* maximum force: 5.21 eV/A
* total charge: +1
* ΔE to the lowest compared entry with this formula, charge and spin: 5.7 kcal/mol
* gap between HOMO and LUMO: 11.93 eV

=====

# 2
Here is a molecular structure, C32H62N2O31S3 from the Open Molecules 2025 dataset. Energies are from ωB97M-V/def2-TZVPD.

Atoms and positions in Å:
C  2.42443  1.26666  -1.40294
N  1.68243  0.26366  -2.17894
C  2.08543  0.42866  -3.63494
C  2.16343  -1.01734  -1.80394
C  0.14743  0.27266  -2.21694
C  -0.42057  0.22466  -0.80594
O  -1.82657  0.23066  -0.95894
H  2.19243  1.06366  -0.33294
H  2.14243  2.36766  -1.69094
H  3.46043  1.34966  -1.37294
H  1.79243  -0.17034  -4.47394
H  3.15843  0.50866  -3.58894
H  1.80343  1.36066  -4.05294
H  3.16443  -1.06934  -1.93194
H  1.53843  -1.91634  -2.22894
H  2.19043  -1.07534  -0.62994
H  -0.20557  -0.58234  -2.90894
H  -0.05357  1.27966  -2.63594
H  -0.08757  1.13466  -0.18894
H  -0.20557  -0.50234  -0.05994
H  -2.25557  0.93766  -1.34294
N  -4.07957  3.32666  -2.43994
O  -4.07857  4.16866  -1.51894
O  -3.40857  2.31766  -2.26394
O  -5.18257  3.23866  -3.05594
O  -4.56257  -4.33134  -3.80394
S  -4.79757  -3.11734  -3.12594
O  -5.64057  -2.17234  -3.68894
O  -5.29257  -3.48434  -1.61694
C  -6.57757  -4.04734  -1.62394
C  -6.84057  -4.00934  -0.06094
C  -3.31257  -2.31534  -3.03494
H  -6.50057  -5.14034  -2.05094
H  -7.28857  -3.43834  -2.06694
H  -7.83557  -4.25334  0.06506
H  -7.08457  -2.96034  0.29006
H  -6.37157  -4.66034  0.53906
H  -3.36657  -1.33534  -2.44194
H  -2.88757  -2.27834  -4.14594
H  -2.46257  -2.98134  -2.64194
O  4.64443  -5.04834  0.13506
S  3.75643  -4.14234  -0.56194
O  2.84243  -3.25334  0.14106
O  4.60343  -3.21634  -1.53494
C  5.79443  -2.64334  -0.99094
C  6.38543  -1.74734  -2.03994
C  2.71743  -4.89034  -1.75694
H  6.57243  -3.43134  -0.62494
H  5.33843  -1.96334  -0.20594
H  5.46143  -0.81734  -2.37694
H  6.56343  -2.42134  -2.63894
H  7.25743  -1.14534  -1.73194
H  2.07143  -4.14234  -1.99694
H  2.15843  -5.82934  -1.32894
H  3.32243  -5.22934  -2.69794
O  -4.16857  4.75666  4.32106
S  -4.83257  3.52666  3.82106
O  -6.11057  3.64266  3.28506
O  -3.69757  2.89266  2.76806
C  -3.45757  3.64766  1.59106
C  -2.10557  3.17966  1.02106
C  -5.03657  2.41766  5.11006
H  -3.56157  4.64466  1.82906
H  -4.07457  3.53666  0.65106
H  -2.07157  3.32866  -0.09694
H  -1.93457  1.99166  1.29806
H  -1.39857  3.65466  1.58306
H  -4.15957  2.03866  5.39406
H  -5.70757  1.57166  4.57406
H  -5.48557  2.87066  5.80706
C  4.21343  -0.14434  3.69006
C  4.42443  -1.00534  2.50206
O  4.54343  -0.02234  1.47906
C  4.10543  1.20866  1.88206
O  4.14643  2.27466  1.21806
O  3.77843  1.13866  3.14606
H  5.09843  0.06466  4.43706
H  3.59643  -0.63934  4.48906
H  3.66843  -1.49734  2.19306
H  5.34443  -1.59034  2.55806
C  -6.26657  0.64466  0.74706
C  -4.96257  0.07166  0.08706
O  -4.43357  -0.76434  0.99806
C  -5.10357  -0.73734  2.22706
O  -4.78357  -1.46334  3.13406
O  -6.14657  0.15466  2.05806
H  -7.17657  0.14066  0.20406
H  -6.42757  1.68466  0.46406
H  -4.27557  1.07166  -0.04994
H  -4.94657  -0.35934  -0.96894
C  -1.84657  0.29866  3.57406
C  -1.07557  1.33866  4.39406
O  0.21143  1.28166  3.78606
C  0.21943  0.57766  2.64306
O  1.20043  0.46766  1.84306
O  -1.02657  -0.10734  2.47006
H  -2.83757  0.70466  3.32206
H  -1.89857  -0.62934  4.12706
H  -1.19857  0.84366  5.47606
H  -1.64957  2.26866  4.45706
C  8.72843  1.19766  -2.89694
C  8.49443  2.21966  -4.06094
O  7.04443  2.24466  -4.11194
C  6.54743  1.79466  -3.10894
O  5.37143  1.88666  -2.86794
O  7.41243  1.14866  -2.32894
H  9.67743  1.24866  -2.33394
H  8.95743  0.25666  -3.25294
H  8.98343  1.91766  -5.02394
H  8.84843  3.14466  -3.86294
C  -2.18257  -3.20534  0.64306
C  -0.93357  -3.48534  -0.13594
O  -1.25957  -4.69434  -0.78494
C  -2.47157  -5.14734  -0.51494
O  -3.04157  -6.12134  -1.00394
O  -2.98257  -4.35234  0.40706
H  -2.58057  -2.19034  0.50206
H  -1.90857  -3.16834  1.67706
H  -0.20557  -3.81034  0.40906
H  -0.92457  -2.66634  -0.89194
C  2.72743  5.21266  2.33606
C  1.57243  4.24066  2.27206
O  1.25343  4.13666  0.92606
C  1.84643  5.03966  0.27106
O  1.72543  5.22266  -0.94294
O  2.70243  5.69666  1.04606
H  3.57343  4.61466  2.13706
H  2.94343  5.88266  3.20106
H  0.82443  4.60066  3.05706
H  1.75443  3.19666  3.03606

Forces on atoms 1 to 6 (eV/Å):
C -3.229 3.499 2.113
N -0.373 -0.303 -4.052
C 1.609 1.372 0.011
C -2.902 -3.313 4.086
C 0.802 0.272 0.594
C -1.443 3.247 0.425

Summary:
* maximum force: 10.98 eV/A
* total charge: 0
* ΔE to the lowest compared entry with this formula, charge and spin: 19.2 kcal/mol
* gap between HOMO and LUMO: 6.87 eV